Molecular formula: C5H14OS
Method: DFT, ωB97M-V/def2-TZVPD

Values from the calculation:
energy above the lowest of the compared OMol25 structures with the same formula, charge and spin: 8.1 kcal per mole
highest occupied orbital energy (alpha / beta): -14.95 / -15.00 eV
DFT total energy: -672.0081 Eh
2S+1: 2
LUMO (alpha / beta): -2.96 / -8.01 eV
⟨S²⟩: 0.753
charge: +1

```
21
C5H14OS ωB97M-V/def2-TZVPD
S 1.063 0.008 -1.930
O -0.149 -3.083 1.653
C -0.365 -0.040 -2.994
C -0.371 1.543 0.686
C 0.749 1.789 1.697
C -0.735 0.144 0.216
C 0.503 -0.635 -0.361
H -0.024 -3.984 1.375
H 1.313 -0.720 0.355
H -1.604 0.193 -0.430
H 0.474 2.643 2.312
H 0.633 -2.736 2.079
H -1.052 -0.475 1.057
H -0.371 -1.024 -3.481
H -0.176 0.667 -3.803
H -0.138 2.201 -0.160
H -1.272 1.979 1.122
H 0.114 -1.648 -0.527
H -1.328 0.161 -2.549
H 1.010 0.990 2.401
H 1.728 2.027 1.284
```